No. 1
This record from OMol25 describes 5 unconnected molecules or ions with the total composition C28H45F13N6O2S at a distorted geometry. The level of theory is ωB97M-V/def2-TZVPD.

Values from the calculation:
* HOMO level: -9.07 eV
* energy above the lowest of the compared OMol25 structures with the same formula, charge and spin: 0.0 kcal/mol
* multiplicity: 1

```
95
C28H45F13N6O2S ωB97M-V/def2-TZVPD
S -3.35 3.12 0.13
F -3.35 0.47 3.16
F -0.22 0.35 3.38
F -3.39 4.07 1.37
F -4.90 3.38 -0.13
F -3.02 4.37 -0.78
F -3.33 2.20 -1.16
F -4.85 2.08 2.00
F -2.09 2.21 2.80
F -4.28 0.62 0.47
F -1.69 0.26 0.19
F 0.21 1.58 1.58
F -1.81 2.86 0.31
F -2.01 -1.08 1.87
O 2.99 1.70 1.92
O 5.74 0.84 0.79
N -2.09 -4.33 -5.22
N 7.25 2.59 0.79
N 1.68 2.70 4.14
N 2.56 -3.26 4.52
N 1.44 -4.61 -0.86
N -3.44 3.69 -7.76
C 4.39 3.57 1.84
C -0.04 -2.71 -5.33
C 5.95 2.02 0.67
C 4.86 3.05 0.48
C -1.06 -2.98 5.71
C 0.79 -4.72 5.76
C 0.42 -4.43 -1.34
C -2.69 1.16 2.19
C 2.82 0.39 2.42
C 2.16 -0.49 1.36
C -2.98 3.45 -6.74
C -0.89 -4.18 -1.96
C -1.66 0.19 1.54
C -2.40 3.13 -5.44
C -0.19 0.38 2.02
C -0.64 -4.39 5.32
C 3.05 3.19 3.92
C -0.53 -1.94 -7.71
C -3.41 5.12 -4.20
C -2.00 -3.97 -0.93
C -2.30 -5.22 -0.11
C -3.82 1.65 1.23
C 3.80 2.49 2.74
C -0.33 -1.53 -6.26
C -1.18 -3.63 -5.24
C 1.78 -3.90 5.07
C 0.65 -0.77 1.50
C -3.29 3.61 -4.28
H 7.82 1.91 1.27
H -2.10 -2.80 5.43
H -4.00 5.41 -3.34
H -1.74 -3.15 -0.26
H 2.33 0.37 3.38
H 7.62 2.74 -0.14
H -0.98 -2.83 6.79
H -0.81 -3.29 -2.58
H 3.64 3.11 4.83
H 0.90 -4.59 6.84
H -1.22 -0.99 -5.91
H -2.85 3.24 -3.35
H 2.98 4.25 3.69
H 2.42 -0.11 0.38
H -0.45 -2.22 5.22
H -1.44 -5.52 0.49
H 3.65 4.34 1.64
H 4.04 2.64 -0.09
H -2.26 2.06 -5.37
H 1.65 2.04 4.89
H 0.51 -0.83 -6.19
H 0.83 -3.27 -5.68
H 3.82 -0.01 2.57
H 0.29 -1.12 0.54
H -1.31 -5.11 5.78
H -1.40 -2.59 -7.83
H 0.50 -1.59 2.18
H 5.31 3.88 -0.05
H 1.10 3.48 4.39
H -0.72 -4.51 4.24
H -3.13 -5.04 0.57
H 2.65 -1.46 1.43
H -1.14 -5.01 -2.62
H -1.41 3.59 -5.37
H -2.57 -6.06 -0.75
H -2.90 -3.67 -1.46
H 5.21 4.08 2.34
H 1.01 -5.77 5.55
H -2.43 5.59 -4.12
H -0.68 -1.07 -8.34
H 0.34 -2.48 -8.09
H 0.20 -2.35 -4.33
H -4.28 3.16 -4.36
H -3.90 5.52 -5.09
H 4.63 1.90 3.14
```


No. 2
This record from OMol25 describes a molecular structure, C19H24LaN7PS3 at a distorted geometry. The level of theory is ωB97M-V/def2-TZVPD.

Values from the calculation:
* net charge: +1
* HOMO level: -9.27 eV
* multiplicity: 1

```
55
C19H24LaN7PS3 ωB97M-V/def2-TZVPD
La -0.21 1.57 -0.29
S -0.42 0.39 -2.75
S -2.71 0.40 -0.30
S -0.27 1.33 2.68
P -0.07 -1.58 0.20
N 0.07 -4.28 0.91
N -1.04 -2.87 2.53
N 1.38 -2.79 2.28
N 2.32 2.08 -1.11
N -0.73 3.63 3.90
N 0.74 3.82 2.19
N 1.23 3.31 1.05
C -3.11 0.59 -2.02
C 4.48 3.21 -2.42
C -1.34 -1.77 1.57
C 3.94 3.82 -1.31
C -1.02 -4.21 1.82
C -2.57 0.80 -4.36
C -2.15 0.60 -3.04
C -4.46 0.74 -2.35
C 1.33 -4.08 1.61
C -0.06 3.05 2.89
C -0.08 -3.40 -0.25
C 2.87 3.22 -0.65
C 3.94 2.01 -2.87
C -4.86 0.93 -3.66
C 2.32 3.79 0.57
C 2.84 1.50 -2.19
C 1.43 -1.68 1.33
C -3.91 0.96 -4.67
C 0.32 -2.66 3.21
H 0.40 -3.43 3.99
H 2.36 0.59 -2.53
H 4.34 4.76 -0.94
H -0.54 4.59 4.13
H 2.32 -1.78 0.70
H -1.77 -2.88 3.25
H 4.34 1.50 -3.73
H 0.74 -3.59 -0.95
H 1.51 -0.74 1.88
H 1.45 -4.87 2.36
H 0.31 -1.67 3.66
H -1.01 -3.63 -0.77
H 2.16 -4.15 0.90
H -5.19 0.72 -1.55
H 2.87 4.57 1.09
H -5.91 1.06 -3.89
H -4.21 1.12 -5.70
H -1.82 0.81 -5.14
H -1.22 3.05 4.55
H -0.92 -4.98 2.58
H -1.97 -4.33 1.30
H -2.31 -1.95 1.10
H 5.31 3.65 -2.95
H -1.41 -0.83 2.11
```


No. 3
This record from OMol25 describes a molecular structure, C9H26Br2CuN4O3 at a distorted geometry. The level of theory is ωB97M-V/def2-TZVPD.

Values from the calculation:
* <S²>: 1.094
* HOMO level (alpha / beta): -9.19 / -6.35 eV
* energy above the lowest of the compared OMol25 structures with the same formula, charge and spin: 197.2 kcal/mol
* multiplicity: 2

```
45
C9H26Br2CuN4O3 ωB97M-V/def2-TZVPD
Br 2.45 -1.34 -4.89
Br 0.29 5.52 -2.68
Cu 1.30 1.18 -1.02
O 1.81 -3.16 0.86
O -5.34 -1.03 -4.11
O 4.34 2.48 0.98
N -3.46 -0.24 -2.30
N 1.76 2.79 2.47
N 2.20 -5.31 0.54
N 2.51 -4.42 2.51
C -6.43 -1.23 -4.86
C 2.17 -4.20 1.32
C 4.16 2.81 2.41
C -5.43 -1.52 -2.79
C -4.12 -1.49 -2.06
C -4.33 -1.60 -0.52
C 5.67 2.36 0.60
C 2.88 3.63 2.69
C 2.90 4.19 4.10
H 2.51 -6.22 0.84
H -4.91 -0.83 -0.01
H -6.19 -1.04 -5.91
H -4.97 -2.47 -0.33
H 1.76 2.14 3.24
H -4.01 0.49 -1.88
H 1.99 -5.32 -0.45
H -3.38 -2.26 -2.28
H -3.42 -1.81 0.04
H 3.81 4.78 4.22
H 2.73 -5.33 2.88
H 4.15 1.83 2.90
H 2.79 3.46 4.90
H -7.35 -0.70 -4.63
H 2.93 4.48 2.00
H 2.00 4.77 4.26
H 4.97 3.41 2.81
H -5.85 -2.52 -2.69
H -6.03 -0.78 -2.27
H -6.77 -2.26 -4.95
H 1.07 3.47 2.73
H -3.60 -0.10 -3.29
H 2.28 -3.66 3.13
H 6.20 3.31 0.71
H 5.81 2.11 -0.45
H 6.18 1.67 1.27
```